Entry 1:
A structure of composition C17H15BrN3O5S3Sn, computed with ωB97M-V/def2-TZVPD.

Computed properties:
Energy relative to the best compared isomer or geometry (same formula, charge and spin) in kJ/mol: 0.0
Charge: +1
LUMO in eV: -3.6
Maximum force in hartree/bohr: 0.0164
Gap between HOMO and LUMO in Eh: 0.2742
HOMO energy in eV: -11.0

Structure (XYZ):
```
45
Properties=species:S:1:pos:R:3:forces:R:3
Sn 1.01854 -2.00081 -1.81623 -0.0747 0.3606 -0.2371
Br 1.17441 6.73419 -1.00916 0.0187 0.0224 -0.0213
C 0.03279 5.68586 0.06158 0.0204 0.0176 -0.0225
C 0.13239 5.75942 1.44077 -0.0089 -0.0086 0.0728
C -0.71676 4.98783 2.21732 0.0905 -0.0363 0.0920
C -1.61780 4.11334 1.62353 0.1548 -0.2684 0.1319
C -1.72824 4.07285 0.23326 -0.0962 -0.0052 0.0842
C -0.90791 4.86784 -0.54785 -0.0341 -0.0468 0.0084
N -2.42933 3.37570 2.55962 -0.4927 -0.0170 -0.6870
N -2.92687 2.26796 2.29995 0.4911 0.2217 0.6398
C -2.54570 1.43501 1.21615 0.0745 -0.0188 -0.2628
C -3.51664 0.94285 0.39143 -0.1584 0.0836 -0.0364
C -3.20505 -0.01045 -0.58876 -0.1554 -0.0573 -0.0776
C -1.92808 -0.44512 -0.76107 0.0531 -0.1033 0.0107
O -1.63714 -1.42153 -1.72823 -0.0053 0.0682 0.0245
C -0.88289 0.05803 0.04827 0.1464 0.0053 0.0221
N 0.41576 -0.31304 -0.16771 0.0516 -0.2350 0.2379
C 1.34414 0.04764 0.69137 -0.0263 0.1139 -0.1860
C 1.07708 0.81113 1.83523 0.0602 0.0099 -0.0151
C -0.19294 1.26891 2.02255 0.0137 0.0903 0.0693
C -1.21075 0.94403 1.09943 -0.0217 0.1256 0.0540
H 0.85314 6.42343 1.89762 -0.0276 -0.0134 0.0133
H -0.68702 5.03907 3.29879 0.0144 0.0438 -0.0240
H -2.47490 3.45678 -0.24137 -0.0386 -0.0407 -0.0609
H -0.99696 4.85721 -1.62582 -0.0157 -0.0039 0.0302
H -4.53121 1.30380 0.50203 -0.0021 -0.1005 0.0089
H -3.99304 -0.43345 -1.20094 0.0092 0.0863 -0.0069
H 2.35836 -0.26900 0.46755 0.0051 -0.0383 0.0441
H 1.86772 1.03315 2.53717 0.0067 0.0042 -0.0348
H -0.42796 1.86775 2.89296 -0.0227 0.0093 -0.0466
C 3.22889 -5.06671 -0.17856 -0.0430 0.0680 0.0422
S 3.96490 -3.97755 -1.38495 -0.0330 -0.0915 0.0710
C 3.43129 -4.83435 -2.85754 -0.0356 0.0662 -0.0220
O 3.10992 -2.70131 -1.33810 -0.1932 -0.0436 0.2443
H 3.72745 -6.03502 -0.22963 -0.0143 0.0314 -0.0109
H 2.16429 -5.15577 -0.39627 0.0264 -0.0587 0.0262
H 3.38563 -4.61946 0.80094 0.0084 -0.0242 0.0009
H 3.97419 -5.77667 -2.93293 -0.0035 0.0302 0.0314
H 3.68172 -4.19817 -3.70410 0.0153 -0.0257 -0.0253
H 2.35655 -5.00379 -2.79613 -0.0065 -0.0385 -0.0482
O -0.10596 -2.97098 -0.00807 0.1992 0.0402 -0.1419
S -0.84256 -3.96130 -0.83992 0.1205 -0.3687 0.0031
O 0.03297 -4.15978 -2.02549 -0.0267 -0.0413 -0.0008
O -1.34777 -5.12867 -0.20744 -0.0078 0.1218 -0.0702
S -2.47867 -2.87086 -1.55125 -0.0362 0.0655 0.0751
```
Forces are in eV/Å.

Atom charges from the Mulliken analysis, given in e for atoms 1 to 4:
1 Sn 0.979
2 Br -0.145
3 C 0.123
4 C -0.547

---

Entry 2:
A structure of composition C72H68Cl3N4O6P3S3Sr, computed with ωB97M-V/def2-TZVPD.

Computed properties:
Energy relative to the best compared isomer or geometry (same formula, charge and spin) in kJ/mol: 593.6
Charge: -2
LUMO in eV: 3.0
Maximum force in hartree/bohr: 0.1982
Gap between HOMO and LUMO in Eh: 0.1210
HOMO energy in eV: -0.3

Structure (XYZ):
```
160
Properties=species:S:1:pos:R:3:forces:R:3
Sr 0.44376 0.88304 -0.39120 4.1811 -8.8944 -2.7076
O 2.66420 3.87428 -0.88404 -0.4584 0.5459 0.6409
C 2.15967 2.82514 -0.48821 1.0797 -0.9501 -0.4870
O 2.50910 1.65969 -0.89994 -0.2144 2.2232 1.0133
C 0.80440 3.07858 0.43672 -1.4030 0.4740 -1.3200
C -0.34330 3.20828 -0.70725 -0.9658 2.6403 1.5997
C -1.40335 4.17303 -0.08841 -0.3697 -0.8676 0.1759
C -2.29468 3.17835 0.80269 0.8438 0.2228 -0.4932
C -1.45371 1.89254 0.71090 -1.1332 1.8918 0.8677
O -1.25689 1.98168 -0.79137 -0.5575 3.3845 2.2406
C -0.07562 2.27096 1.51338 0.9424 0.1835 -0.0264
C 0.90685 1.26690 2.30027 0.4640 -0.9411 -0.1768
O 1.37368 1.68060 3.36117 -0.4760 0.6042 0.0406
O 1.25563 0.19482 1.70078 -0.9107 1.3667 1.0008
H 0.98702 4.08018 0.80180 -0.0230 0.0624 -0.0816
H 0.18059 3.57937 -1.60804 -1.0316 -0.7416 0.0167
H -2.01004 4.62224 -0.87255 -0.0135 0.0614 0.0237
H -0.92347 4.94943 0.50268 -0.0596 0.0896 -0.0256
H -3.25037 3.00493 0.31077 -0.0952 0.0497 0.1133
H -2.43885 3.50457 1.83158 -0.0368 0.1234 -0.0239
H -1.95292 0.96267 1.06279 0.6123 0.6618 -0.8663
H -0.37573 3.01204 2.24350 -0.0066 -0.1262 0.1619
C 4.41154 -1.57787 -1.57581 -0.0326 0.5333 0.1298
C 5.13648 -1.17496 -0.26151 -0.3798 -0.1451 -0.2004
P 3.85486 -0.37144 0.86122 0.3433 -0.0862 0.1501
C 3.68178 -1.63333 2.19250 0.0829 -0.1305 -0.1419
C 3.67424 -1.29708 3.54620 -0.1809 0.0195 0.0106
C 3.44142 -2.26215 4.51685 0.0473 -0.0342 -0.0048
C 3.23983 -3.58804 4.15588 -0.0330 0.0246 0.0072
C 3.22105 -3.92963 2.80964 0.0287 -0.0676 -0.0382
C 3.41593 -2.95950 1.83736 -0.0678 0.1935 0.0402
C 4.92089 0.81531 1.80652 0.2041 -0.1774 -0.0459
C 6.13471 0.42040 2.37919 -0.0012 0.0159 -0.0533
C 6.92378 1.31634 3.08050 0.0050 0.0471 0.0109
C 6.50631 2.63585 3.23228 -0.0169 -0.0242 -0.0060
C 5.30399 3.04070 2.67714 0.0255 0.0074 0.0161
C 4.51987 2.13430 1.97065 -0.0698 0.0002 -0.0442
C 4.14820 -0.36631 -2.50284 -0.4234 -0.3002 0.1399
P 2.41999 -0.08355 -3.24216 0.2628 0.0993 -0.0959
C 3.05925 1.19045 -4.44996 0.0487 -0.1142 -0.0592
C 3.16156 2.49647 -3.95868 -0.1340 -0.0281 0.0359
C 3.58721 3.54188 -4.76739 0.0046 0.0180 -0.0309
C 3.92899 3.30920 -6.09260 0.0271 -0.0119 0.0292
C 3.89114 2.00960 -6.58012 -0.0098 0.0165 -0.0167
C 3.47721 0.96384 -5.76411 0.0482 0.0185 0.0363
C 2.04514 -1.52188 -4.32352 0.1167 -0.0675 0.0862
C 2.10147 -2.80287 -3.76572 -0.0465 0.1484 -0.0553
C 1.73651 -3.91715 -4.50681 0.0510 -0.0769 0.0329
C 1.27891 -3.78166 -5.80916 -0.0526 0.0449 0.0206
C 1.13462 -2.50809 -6.34233 0.0284 -0.0327 -0.0114
C 1.50103 -1.39460 -5.60219 -0.0642 -0.0103 -0.0174
H 3.44277 -1.98035 -1.27825 0.1077 -0.3608 -0.1193
H 4.99464 -2.32874 -2.11417 -0.1236 -0.1127 0.0238
H 5.93551 -0.45627 -0.46290 0.0430 -0.0387 0.0514
H 5.55476 -2.06529 0.21678 0.1296 0.0688 0.0091
H 3.78918 -0.26251 3.84379 0.0327 -0.0049 -0.0012
H 3.41692 -1.97561 5.56280 0.0118 0.0156 -0.0081
H 3.06993 -4.34289 4.91646 0.0225 -0.0069 -0.0074
H 3.04374 -4.95816 2.51361 -0.0657 0.0227 -0.0145
H 3.26820 -3.19089 0.78906 0.1489 -0.1489 0.0144
H 6.44686 -0.61427 2.28587 0.0305 0.0143 -0.0154
H 7.86299 0.99255 3.51546 -0.0107 -0.0221 0.0040
H 7.11453 3.34010 3.78856 0.0123 -0.0006 -0.0141
H 4.97011 4.06475 2.79143 -0.0275 -0.0093 -0.0011
H 3.57770 2.45601 1.55183 -0.0055 0.0088 0.0213
H 4.88476 -0.31489 -3.30656 0.0903 0.0984 0.0802
H 4.18378 0.53478 -1.88641 0.2859 0.1348 -0.1907
H 2.92511 2.69021 -2.91841 -0.0549 0.0482 -0.0330
H 3.64617 4.54315 -4.35528 0.0035 -0.0161 0.0247
H 4.24244 4.12743 -6.73099 -0.0035 -0.0073 -0.0057
H 4.18621 1.80629 -7.60417 0.0088 -0.0108 0.0086
H 3.48783 -0.04422 -6.15602 -0.0277 0.0076 -0.0245
H 2.32963 -2.89903 -2.71244 0.1610 -0.1080 -0.0474
H 1.79679 -4.89942 -4.05083 -0.0498 0.0114 0.0131
H 0.98452 -4.65292 -6.38337 0.0177 -0.0042 -0.0009
H 0.72052 -2.37646 -7.33591 -0.0389 0.0112 0.0207
H 1.30512 -0.41518 -6.01808 0.0591 0.0115 0.0119
N -3.28445 2.11074 -2.71402 0.2924 -0.4554 -0.0367
P -1.58754 2.06569 -3.12806 -1.1413 0.5001 -2.4919
C -1.78176 1.69901 -4.94966 0.3503 -0.4770 0.0636
C -0.62814 1.82657 -5.72921 -0.0045 -0.0124 0.0672
C -0.64997 1.58757 -7.09212 -0.0325 -0.0238 -0.0134
C -1.82763 1.17575 -7.70692 0.0201 0.0210 0.0099
C -2.96413 0.98958 -6.93641 -0.0058 0.0482 0.0013
C -2.93785 1.24493 -5.56948 -0.0923 0.0157 0.0146
C -1.56539 3.92933 -3.58914 0.2817 -0.0538 0.3310
C -2.64587 4.80745 -3.59829 -0.0215 0.0316 0.1150
C -2.46940 6.17424 -3.79147 0.0096 -0.0198 -0.0189
C -1.19804 6.70491 -3.94525 -0.0167 -0.0152 -0.0088
C -0.10807 5.84362 -3.96862 -0.0454 -0.0271 -0.1435
C -0.30229 4.47835 -3.83371 0.0780 -0.0431 0.2410
C -4.02478 1.34335 -1.83091 -0.0814 -0.0104 0.0448
C -5.40430 1.61490 -1.70422 0.0512 0.0021 -0.1026
C -6.13490 0.92315 -0.76547 0.0091 -0.0681 -0.0705
C -5.50994 -0.05716 0.00255 -0.0594 -0.0607 0.0152
C -4.16312 -0.27737 -0.22139 0.1136 0.1615 0.0066
N -3.43363 0.41553 -1.09266 0.0174 0.1296 0.1337
H -3.84638 2.49390 -3.45857 -0.1213 0.0874 0.1191
H 0.31250 2.09456 -5.25738 -0.0020 0.0130 -0.0301
H 0.26013 1.70354 -7.66946 0.0059 -0.0101 0.0079
H -1.85128 0.98382 -8.77309 0.0077 -0.0233 0.0054
H -3.87879 0.63175 -7.39516 0.0027 -0.0089 0.0031
H -3.82983 1.04388 -4.98688 0.0261 -0.0138 0.0264
H -3.65144 4.45557 -3.40314 0.0053 -0.0251 0.0003
H -3.33590 6.82612 -3.79869 0.0106 0.0132 0.0455
H -1.05803 7.77593 -4.02794 0.0083 -0.0049 -0.0488
H 0.89928 6.22750 -4.07499 -0.0113 0.0111 -0.0362
H 0.57021 3.83012 -3.84490 0.0080 0.0133 0.0366
H -5.86261 2.37117 -2.33149 -0.0190 0.0344 0.0553
H -7.18888 1.13868 -0.63354 -0.0061 -0.0071 -0.0086
H -6.05306 -0.62872 0.74337 0.0138 -0.0162 -0.0103
H -3.60788 -1.03313 0.33028 -0.0628 -0.0212 0.0363
C -0.34972 -4.23521 -0.50329 0.0372 0.3652 -0.0762
C -0.24161 -2.86131 -1.14824 -0.1674 -0.0013 -0.0704
S 1.06308 -1.83034 -0.55270 0.0282 -1.1477 0.1473
C -1.13743 -2.46530 -2.07631 0.0194 0.1143 0.0315
C -2.30059 -3.37202 -2.43299 0.1694 0.0942 0.0073
S -1.03487 -0.91580 -2.91241 -0.1365 0.1056 -0.0721
H 0.50033 -4.35409 0.16879 -0.0571 -0.1695 0.0315
H -0.34024 -5.03529 -1.25410 -0.0126 -0.0487 0.0657
H -1.27910 -4.33258 0.07917 0.0252 -0.0706 -0.0094
H -2.96534 -3.51321 -1.56899 -0.0325 -0.0492 -0.0457
H -1.95652 -4.36481 -2.74905 -0.0585 -0.0073 -0.0053
H -2.87290 -2.92292 -3.24237 -0.0368 -0.0553 -0.0022
Cl -1.41916 1.83056 10.11614 -0.0049 -0.0020 -0.0180
C -1.91191 0.64549 8.94051 -0.0181 -0.0008 -0.0030
C -0.96823 0.04644 8.12903 0.0360 -0.0007 -0.0314
C -1.38890 -0.91063 7.21885 -0.0108 0.0419 -0.0225
C -2.72528 -1.28323 7.10162 0.1691 -0.1869 0.0960
C -3.09181 -2.36934 6.11745 -0.2712 -0.0094 -0.0344
C -3.81314 -1.79559 4.87857 0.1764 -0.0930 0.0938
N -2.82843 -1.30215 3.94707 -0.2445 0.0677 -0.0551
C -1.95497 -2.10022 3.25267 0.3627 -0.4831 -0.2799
C -1.05961 -1.28978 2.62197 -0.5317 0.5902 0.3165
N -1.39534 0.02364 2.92455 -0.0985 -0.2164 0.1615
C -2.43978 -0.02122 3.70651 0.1461 -0.1269 -0.0198
O -3.88046 -3.37565 6.74333 -0.0023 -0.0225 -0.0323
C -3.30658 -4.67903 6.72123 -0.0164 0.1229 0.0087
C -3.16492 -5.26196 5.34292 0.0213 0.1251 -0.0068
C -4.20819 -5.68891 4.57636 -0.0071 0.0088 0.0268
Cl -5.86395 -5.70564 5.03982 0.0122 -0.0005 -0.0087
S -3.72645 -6.23069 3.02692 -0.0401 0.0209 -0.0614
C -2.08594 -5.89965 3.37854 0.0189 -0.0088 -0.0103
C -1.93426 -5.39218 4.63050 0.0284 -0.1030 0.0355
C -3.64651 -0.63548 7.92089 0.0030 0.0040 0.0305
Cl -5.34806 -0.99739 7.83612 0.0121 0.0292 -0.0230
C -3.25392 0.32329 8.83956 -0.0025 0.0360 0.0168
H 0.07508 0.31749 8.20419 -0.0066 0.0238 -0.0240
H -0.65785 -1.37666 6.56777 0.0034 0.0046 0.0089
H -2.16043 -2.81020 5.75509 0.0207 0.0172 -0.0082
H -4.48429 -0.98438 5.15603 -0.0314 -0.0090 -0.0263
H -4.40167 -2.59181 4.41983 0.0178 -0.0058 -0.0239
H -2.05251 -3.17084 3.25339 -0.0393 -0.0689 0.0137
H -0.22763 -1.51142 1.96438 -0.0091 -0.0859 0.0077
H -2.96261 0.83106 4.11585 -0.0008 -0.0335 0.0594
H -3.98528 -5.28162 7.32447 0.0384 -0.0463 0.0006
H -2.32348 -4.66827 7.20578 -0.0126 0.0083 0.0264
H -1.33149 -6.06431 2.62467 0.0032 0.0235 0.0231
H -0.97289 -5.11005 5.03937 -0.0180 0.0389 -0.0111
H -3.98567 0.81267 9.46567 -0.0081 -0.0204 0.0018
```
Forces are in eV/Å.

Atom charges from the Mulliken analysis, given in e for atoms 1 to 4:
1 Sr -0.462
2 O -0.943
3 C 0.969
4 O -0.064